(1)
Computed, not measured: a cluster of 2 separate species, C9H20IN in total, with the ωB97M-V functional and the def2-TZVPD basis.

```
31
Properties=species:S:1:pos:R:3:forces:R:3
I 0.4160 1.5307 -4.9842 0.0 -0.2 0.5
N -0.0955 0.3175 0.0674 0.7 -0.5 0.5
C 0.9946 1.0547 -0.6705 -0.6 -0.1 -1.2
C 0.0155 -1.7126 -1.4106 0.0 -0.1 -0.2
C -1.2585 -1.3285 -2.1294 -0.7 -0.5 -0.2
C -0.0944 0.7136 1.5473 0.3 0.2 -1.1
C 1.2699 0.1133 3.6265 -0.4 -1.1 -0.5
C -1.6398 0.1352 -1.9199 0.4 0.1 0.0
C 0.0443 -1.2017 -0.0030 0.4 0.6 0.5
C 1.2940 0.6244 2.1820 0.2 0.2 0.4
C -1.4472 0.6472 -0.5042 -0.2 0.2 0.4
H -1.5563 1.7310 -0.4311 0.1 0.0 -0.3
H 1.9728 1.0079 -0.2081 -0.2 0.0 0.3
H 2.2636 -0.2274 3.9119 0.1 0.5 0.3
H -0.8072 0.0309 2.0050 0.0 0.1 0.2
H 1.8303 1.5745 2.1582 -0.3 0.2 -0.1
H -2.6561 0.3797 -2.2261 -0.1 -0.2 0.0
H 0.8169 0.7802 4.3552 0.2 0.2 0.0
H -1.0047 0.7179 -2.5819 0.1 0.3 -0.3
H 1.0859 0.6598 -1.6849 -0.1 -0.1 0.1
H -1.1036 -1.5217 -3.1920 -0.1 0.3 -0.1
H 0.8464 -1.3357 -2.0103 0.3 -0.2 0.3
H 0.9489 -1.4852 0.5350 0.1 0.1 -0.2
H -0.5004 1.7228 1.5032 0.0 0.1 0.5
H 0.6486 2.0710 -0.8529 0.2 0.1 0.4
H 0.6763 -0.8078 3.6467 -0.1 0.0 0.1
H 0.0798 -2.7988 -1.3208 0.2 0.0 -0.3
H -2.1520 0.2501 0.2316 -0.1 -0.3 -0.2
H 1.9316 -0.0314 1.5884 -0.1 -0.2 0.1
H -0.7788 -1.5719 0.6121 -0.2 -0.1 -0.3
H -2.0409 -2.0399 -1.8407 -0.2 0.3 0.2
```
Positions in Å, forces in eV/Å.

## Properties
LUMO energy: -0.12 eV
Calculated total energy: -707.33329 hartree
Gap between HOMO and LUMO: 6.14 eV
Energy relative to the best compared isomer or geometry (same formula, charge and spin): 8.5 kcal per mole
HOMO energy: -0.230 Eh


(2)
Computed, not measured: an isolated molecule of C8H12ClN, with the ωB97M-V functional and the def2-TZVPD basis.

```
22
Properties=species:S:1:pos:R:3:forces:R:3
Cl 0.1404 -0.4072 -3.3707 0.0 -0.3 -1.8
N -1.2858 -2.7770 -0.7660 0.2 -0.8 -0.2
C 0.3239 -0.0862 -1.7759 -1.6 -2.6 2.7
C -0.3125 -1.3110 1.1375 -1.3 1.3 -1.5
C 0.6523 0.9997 -1.1532 0.3 2.2 0.5
C -0.6420 -1.8891 -0.2517 1.2 1.2 -0.5
C 1.1922 2.3018 -1.8594 2.2 -1.0 2.2
C -1.7035 -0.7666 1.5123 0.8 -0.6 2.4
C 0.7335 -0.1865 1.2127 -0.9 0.4 -0.2
C 0.6346 1.0694 0.3762 -0.6 1.8 0.4
H 0.8866 0.1175 2.2385 -0.9 0.2 0.7
H -1.6337 -0.0725 2.3738 -0.2 -0.5 -0.4
H -2.5075 -1.4795 1.6259 0.2 -0.8 0.7
H 0.0701 -2.0614 1.7744 0.0 -1.2 0.8
H 0.8562 2.5152 -2.8768 -0.2 0.0 0.5
H 1.6534 -0.6099 1.1037 2.7 -1.5 -1.2
H -1.7069 -3.6975 -0.4626 0.7 1.8 0.1
H 1.1909 3.1412 -1.0934 -0.7 -0.6 -1.3
H -2.0772 -0.2705 0.7054 -0.7 2.1 -2.3
H -0.2980 1.6006 0.8073 1.2 -0.3 -1.2
H 1.5020 1.7714 0.6107 -1.0 -1.0 0.2
H 2.3309 2.0980 -1.8687 -1.5 0.3 -0.5
```
Positions in Å, forces in eV/Å.

## Properties
LUMO energy (spin up / spin down): 0.41 / 0.37 eV
Calculated total energy: -826.78296 hartree
Gap between HOMO and LUMO (spin up / spin down): 7.87 / 7.60 eV
Energy relative to the best compared isomer or geometry (same formula, charge and spin): 120.8 kcal per mole
HOMO energy (spin up / spin down): -0.274 / -0.266 Eh


(3)
Computed, not measured: an isolated molecule of C18H26BrN3OS, with the ωB97M-V functional and the def2-TZVPD basis.

```
50
Properties=species:S:1:pos:R:3:forces:R:3
Br 3.0051 2.6094 -1.2612 -0.2 0.0 0.0
S -3.1773 2.5061 0.4938 -0.1 -0.1 0.0
O -3.1880 0.6279 -2.0091 -0.1 0.0 -0.1
N -1.9516 -1.5147 0.4351 -0.2 0.2 0.6
N 0.9126 -4.3021 1.1948 0.1 0.0 -0.1
N -2.2223 -0.9541 -0.7649 0.5 -0.8 -0.8
C -0.9917 3.5954 -0.7280 0.0 -0.2 0.1
C -1.0659 -3.0953 1.9556 0.2 0.1 0.2
C -1.2738 -2.5799 0.5663 0.0 0.0 -0.2
C 1.1793 2.5592 -0.7036 0.1 0.0 0.0
C -1.9079 4.6937 -1.1566 0.0 0.0 -0.1
C 2.1730 -5.9322 2.5612 -0.1 0.0 -0.3
C 1.6327 0.3906 0.5011 0.0 0.0 0.0
C 0.7267 1.5011 0.0754 0.2 0.1 -0.1
C -3.5605 0.7249 0.3719 0.2 0.6 0.2
C -2.9958 0.1605 -0.9103 -0.2 0.0 0.1
C 0.8387 -3.6919 -0.1154 -0.1 0.0 -0.2
C 1.2913 -7.0864 2.1033 0.1 0.1 0.2
C 0.4175 -3.3839 2.1992 -0.3 -0.1 0.2
C 2.2327 -4.8249 1.5079 0.1 -0.1 0.2
C -0.6086 1.5166 0.4503 0.1 0.2 -0.1
C -1.4633 2.5288 0.0418 -0.2 0.0 0.1
C 0.3453 3.5921 -1.0915 0.1 0.0 0.0
C -0.6235 -3.4219 -0.4920 0.1 0.2 -0.2
H -1.4437 -2.3771 2.6827 0.0 0.0 0.0
H 0.2932 -6.7201 1.8799 -0.1 -0.1 0.0
H 0.7374 4.3975 -1.6943 0.0 0.1 -0.1
H -0.6580 -2.9589 -1.4798 0.0 -0.1 0.0
H -1.6198 -4.0306 2.0642 0.0 -0.1 0.1
H 1.2713 -4.3781 -0.8474 0.0 0.1 0.0
H 1.7937 -5.5357 3.5042 0.1 0.0 0.1
H 2.4471 0.7761 1.1150 0.1 -0.1 0.0
H 1.6990 -7.5429 1.2045 0.0 -0.1 -0.1
H -2.2878 5.2295 -0.2874 -0.1 0.1 0.0
H -2.7645 4.2723 -1.6813 -0.1 0.0 0.0
H 1.0808 -0.3510 1.0738 0.0 -0.1 0.0
H 2.6479 -5.2502 0.5909 0.0 0.0 0.0
H 0.5343 -3.8362 3.1844 0.0 0.1 0.0
H 1.2233 -7.8473 2.8768 0.0 -0.1 0.0
H -4.6493 0.6888 0.3337 0.0 -0.1 0.0
H -3.1982 0.1838 1.2434 -0.2 0.1 -0.1
H -1.3968 5.3953 -1.8101 0.0 0.1 0.0
H 3.1897 -6.2872 2.7402 0.0 0.1 0.1
H -1.1510 -4.3778 -0.5406 0.0 0.0 0.0
H -1.8564 -1.3507 -1.6300 -0.1 0.2 0.2
H 1.4056 -2.7429 -0.1600 0.0 -0.1 0.0
H 0.9853 -2.4338 2.1925 0.0 -0.1 0.0
H -0.9759 0.7158 1.0738 0.0 -0.1 0.1
H 2.0792 -0.0906 -0.3698 0.1 -0.1 0.0
H 2.9143 -4.0244 1.8450 0.0 0.0 -0.1
```
Positions in Å, forces in eV/Å.

## Properties
LUMO energy: 0.59 eV
Structure (SMILES): CCCN1CCC(=NNC(=O)CSc2cc(C)c(Br)cc2C)CC1
Calculated total energy: -3913.19939 hartree
Gap between HOMO and LUMO: 8.68 eV
Energy relative to the best compared isomer or geometry (same formula, charge and spin): 0.0 kcal per mole
HOMO energy: -0.297 Eh